{
  "formula": "C37H36BBrNO10PS",
  "method": "ωB97M-V/def2-TZVPD",
  "total_charge": 0,
  "smiles": "CC[C@H](Br)[C@]1(B(N)O)C[C@@](CC)(P(O)O)CS(=O)(=O)O1.O=C1c2ccccc2C(=O)c2ccccc21.O=C1c2ccccc2C(=O)c2ccccc21",
  "e_homo_ev": -8.9269,
  "orbital_gap_ev": 7.94,
  "e_lumo_ev": -0.99,
  "molar_mass_g_mol": 808.45,
  "species": ["C", "H", "C", "C", "H", "C", "O", "C", "H", "C", "H", "C", "C", "H", "C", "C", "C", "C", "H", "H", "O", "H", "H", "H", "C", "O", "H", "C", "H", "H", "H", "C", "H", "H", "H", "H", "C", "O", "P", "C", "H", "H", "N", "C", "H", "H", "C", "C", "C", "C", "O", "H", "H", "H", "S", "C", "H", "H", "H", "H", "H", "Br", "C", "H", "H", "H", "C", "H", "O", "H", "O", "O", "C", "C", "C", "C", "B", "H", "C", "C", "C", "C", "O", "O", "C", "C", "C", "C"],
  "coordinates": [[8.300, 5.238, -1.529], [-5.652, -6.850, -5.229], [3.380, 2.411, -1.090], [-3.026, -0.929, 3.230], [0.220, 5.342, 3.265], [-1.893, 2.648, 1.895], [-2.171, -0.404, 1.036], [-2.866, -4.749, -2.964], [-2.550, 4.700, 1.346], [8.191, 5.845, 0.798], [3.032, 1.349, -4.285], [-0.904, -3.550, -1.400], [7.070, 4.594, -1.418], [-2.659, 3.853, 4.135], [8.860, 5.856, -0.422], [4.558, 3.141, -1.222], [5.122, 3.840, -0.041], [-2.854, -3.366, -2.800], [-5.569, -9.279, -5.653], [-0.244, 1.163, 4.344], [-0.128, 0.287, -0.461], [-3.992, -0.404, 3.327], [-0.151, -5.532, -1.081], [5.127, 2.630, -4.530], [-3.332, 4.287, 3.371], [-4.821, -4.706, -4.267], [-0.144, -3.081, -0.787], [-2.413, -0.121, 5.649], [-1.680, -1.991, 4.665], [-3.372, -1.937, 5.072], [8.819, 5.252, -2.478], [-3.932, -5.378, -3.781], [1.922, 1.195, -2.075], [1.008, -0.816, 1.785], [-4.346, 3.925, 3.607], [-0.779, 2.920, -0.067], [-2.544, 1.474, 2.687], [0.217, -1.258, 2.097], [-0.336, 3.346, 2.707], [-4.814, -8.813, -5.032], [-3.133, 0.688, 5.445], [8.626, 6.336, 1.659], [0.265, 0.411, 3.898], [-2.019, 0.028, 2.428], [-2.042, -9.592, -3.245], [9.820, 6.350, -0.509], [-0.907, -4.927, -1.564], [6.969, 5.199, 0.916], [3.463, 1.849, -3.427], [-4.862, -7.448, -4.794], [1.023, 3.016, 1.766], [0.919, 2.192, 1.272], [2.885, 2.341, -0.131], [-2.520, 1.752, 3.752], [-1.537, 0.607, -0.066], [-2.935, 3.842, 1.924], [-3.619, 1.469, 2.406], [-3.753, -10.648, -4.673], [1.183, 0.743, 3.627], [-2.523, 2.759, -0.179], [-1.859, -1.692, -1.905], [-3.428, -2.548, 2.150], [-3.795, -9.583, -4.479], [-3.847, 3.471, 1.422], [-3.237, 5.377, 3.478], [-2.710, -0.526, 6.635], [2.837, 1.766, -2.186], [-1.379, 0.225, 5.768], [-0.458, 5.038, 2.659], [-3.608, -2.757, -3.280], [-2.350, 0.437, -1.303], [7.022, 4.024, -3.696], [5.196, 3.211, -2.462], [-3.889, -6.846, -4.000], [6.472, 3.950, -2.614], [-1.638, 2.375, 0.361], [-0.470, -0.246, 2.829], [6.453, 5.187, 1.867], [-1.881, -5.531, -2.356], [6.410, 4.562, -0.189], [-2.832, -8.990, -3.676], [-1.871, -2.768, -2.025], [-0.996, -7.683, -2.026], [4.545, 3.815, 1.029], [-1.850, -6.999, -2.558], [-2.878, -7.620, -3.430], [-2.558, -1.320, 4.645], [4.640, 2.570, -3.566]]
}

{
  "formula": "C2H8O2",
  "method": "ωB97M-V/def2-TZVPD",
  "total_charge": 0,
  "smiles": "CO.CO",
  "de_lowest_kj_mol": 106.0,
  "e_homo_ev": -10.4212,
  "orbital_gap_ev": 11.17,
  "e_lumo_ev": 0.75,
  "molar_mass_g_mol": 64.08,
  "species": ["H", "H", "H", "H", "H", "H", "O", "H", "O", "H", "C", "C"],
  "coordinates": [[3.048, -0.679, 0.433], [1.455, -2.038, 2.102], [1.786, -2.041, 0.342], [-1.291, 0.047, -1.093], [0.611, -0.877, 1.031], [-0.877, 1.736, -1.521], [2.582, -0.369, 1.237], [-2.296, 0.944, -2.274], [-2.636, 1.462, -0.332], [-2.239, 2.176, 0.209], [-1.710, 1.036, -1.344], [1.566, -1.398, 1.211]]
}

{
  "formula": "C46H43Cl4N7O14",
  "method": "ωB97M-V/def2-TZVPD",
  "total_charge": 0,
  "smiles": "O=[N+]([O-])c1ccccc1.O=[N+]([O-])c1ccccc1.O=[N+]([O-])c1ccccc1.O=[N+]([O-])c1ccccc1.O=[N+]([O-])c1ccccc1.O=[N+]([O-])c1ccccc1.O=[N+]([O-])c1ccccc1.ClCCCl.ClCCCl",
  "de_lowest_kj_mol": 137.9,
  "e_homo_ev": -9.8853,
  "orbital_gap_ev": 8.71,
  "e_lumo_ev": -1.17,
  "molar_mass_g_mol": 1059.70,
  "species": ["H", "H", "O", "H", "C", "C", "O", "Cl", "C", "C", "H", "H", "O", "H", "H", "C", "H", "H", "C", "C", "H", "C", "H", "C", "H", "H", "C", "H", "O", "N", "C", "H", "C", "H", "O", "C", "O", "C", "C", "H", "C", "N", "H", "Cl", "C", "C", "C", "O", "H", "O", "C", "C", "C", "H", "N", "Cl", "C", "H", "C", "C", "H", "C", "C", "H", "C", "H", "C", "O", "C", "H", "C", "H", "H", "C", "H", "H", "C", "C", "H", "H", "H", "C", "O", "N", "H", "O", "H", "C", "C", "H", "N", "Cl", "C", "O", "H", "N", "C", "C", "O", "H", "H", "C", "C", "H", "C", "H", "C", "H", "N", "H", "C", "O", "H", "C"],
  "coordinates": [[-5.246, 4.124, -2.766], [2.154, -2.733, 0.642], [1.042, -1.970, 3.062], [1.963, -4.154, -1.479], [-1.512, 2.694, -3.872], [-0.669, -1.036, 1.149], [-1.246, -5.475, 1.708], [3.340, 5.792, 5.959], [4.226, -0.282, 5.774], [2.270, -3.808, 0.636], [4.749, 3.031, -1.064], [1.711, 0.520, 0.414], [3.835, 0.143, 1.270], [0.628, 3.903, -1.974], [-2.128, 5.528, -5.572], [2.747, 3.615, -1.589], [2.720, -3.769, 2.709], [-0.577, -1.357, -6.495], [3.450, -1.414, 5.746], [-6.595, 4.174, 0.332], [3.394, -3.521, 5.622], [-2.520, -5.664, -2.771], [2.971, 4.539, -2.107], [4.060, -2.668, 5.627], [-1.934, 2.344, -1.821], [3.749, 3.361, 4.883], [-2.740, -5.217, -1.483], [2.968, 5.975, 3.672], [-2.215, -3.784, 0.793], [-1.762, -4.919, 0.765], [2.729, -5.792, 1.949], [-3.452, -4.427, -1.290], [-1.558, 3.614, -4.901], [-1.596, -0.125, -4.632], [1.530, 0.039, 3.687], [2.137, -4.584, -0.503], [-0.774, 2.043, -6.374], [6.223, -1.611, 5.573], [-0.881, -7.231, -1.994], [-7.550, 4.866, -3.334], [-2.676, 5.198, -3.498], [0.939, -0.752, 2.988], [4.070, 3.631, 3.115], [-1.648, -1.778, -2.995], [3.288, 1.634, -0.391], [-5.667, 3.913, -0.677], [1.393, 3.302, -1.499], [7.595, 0.766, 5.490], [-0.223, 1.627, 3.197], [5.764, 1.828, 5.068], [-2.565, 4.312, -2.432], [-0.230, -0.267, 2.218], [-2.121, 4.862, -4.716], [-6.293, 4.027, 1.361], [2.583, -6.732, -1.627], [1.791, 3.518, 3.559], [-5.968, 4.280, -1.975], [3.764, 0.681, 5.946], [2.618, -4.413, 1.845], [5.605, -0.384, 5.624], [-1.517, -2.581, -5.677], [-2.336, 0.673, 0.739], [-1.753, 1.501, 1.694], [0.024, -0.449, -4.123], [0.990, 2.184, -0.776], [-1.017, 1.741, -3.951], [-0.926, -6.642, -0.744], [5.429, 0.989, 0.091], [2.394, -5.939, -0.397], [4.649, 5.706, 3.926], [-8.182, 4.860, -1.304], [2.950, -6.229, 2.913], [7.283, -1.670, 5.363], [3.701, 2.757, -1.083], [-4.736, 3.438, -0.398], [-2.967, 4.562, -1.459], [-0.917, -0.938, -4.374], [-0.713, -1.863, -5.542], [-0.023, 1.827, -0.633], [5.891, -3.737, 5.528], [-3.181, -5.299, -3.547], [-0.696, 1.008, 2.446], [3.119, -7.812, -1.537], [6.386, 0.830, 5.382], [-2.051, 2.535, 1.804], [-9.656, 6.012, -2.632], [-0.249, -2.003, 0.919], [-7.253, 4.674, -2.311], [-1.576, -6.653, -3.041], [-2.170, -1.144, -0.366], [-1.032, 3.225, -6.215], [0.758, -2.873, -5.283], [3.485, 3.907, 3.985], [-10.398, 5.163, -0.798], [-3.085, 1.055, 0.054], [-9.515, 5.388, -1.602], [1.951, 1.345, -0.241], [-1.784, -0.582, 0.473], [2.159, -6.251, -2.665], [2.799, -7.639, 0.904], [2.375, -1.353, 5.813], [3.665, 5.386, 4.269], [2.664, -6.573, 0.802], [-8.559, 4.957, 0.786], [5.438, -2.755, 5.581], [-1.526, -7.026, -4.055], [-2.015, 3.049, -2.638], [-3.142, 6.160, -3.339], [4.257, 0.857, 0.384], [-0.274, -8.106, -2.187], [-7.827, 4.713, 0.030], [-0.897, 4.089, -7.046], [-0.211, -6.850, 0.040], [-1.850, -5.636, -0.509]]
}

{
  "formula": "C19H24Cl3N2S3SiW",
  "method": "ωB97M-V/def2-TZVPD",
  "total_charge": 1,
  "de_lowest_kj_mol": 13.0,
  "e_homo_ev": [-10.6181, -10.6181],
  "orbital_gap_ev": [5.94, 5.94],
  "e_lumo_ev": [-4.68, -4.68],
  "molar_mass_g_mol": 694.90,
  "species": ["H", "Si", "Cl", "H", "C", "H", "H", "H", "H", "C", "H", "H", "H", "H", "C", "C", "C", "H", "C", "C", "H", "H", "S", "C", "H", "H", "H", "H", "C", "H", "C", "C", "S", "C", "Cl", "N", "S", "Cl", "C", "C", "W", "H", "N", "C", "C", "C", "H", "H", "H", "H", "C", "H", "C"],
  "coordinates": [[-0.737, -2.958, 6.186], [-0.844, 2.195, -0.561], [0.131, 1.707, 1.634], [-2.522, 0.102, -1.865], [-0.100, -3.326, 3.549], [-2.328, -4.457, 4.856], [-1.474, -5.880, 5.436], [0.946, -6.160, 5.169], [-7.287, -3.219, 1.291], [-0.157, -4.384, 4.636], [-5.702, -3.175, 2.056], [0.870, -5.884, 3.425], [-6.293, -2.508, -2.185], [-0.006, -4.450, 6.789], [1.087, -1.603, 2.381], [-1.154, -3.069, 2.678], [-5.424, -4.380, -0.399], [-4.940, -4.517, -1.368], [0.977, -5.393, 4.394], [2.108, 0.986, -1.076], [-1.675, -5.648, 3.704], [1.893, -2.640, 4.036], [2.412, 1.985, -2.256], [-6.664, -2.355, -1.169], [1.958, -4.919, 4.435], [-4.712, -0.957, -1.921], [-6.464, -1.672, 1.514], [1.955, -0.974, 2.270], [-3.368, -2.443, 0.782], [-6.869, -1.292, -1.022], [-4.356, -2.163, -0.161], [0.042, -3.699, 5.999], [0.448, -1.261, -2.016], [-2.794, -0.610, -1.102], [-2.753, 2.465, 0.104], [0.085, -1.408, 1.506], [2.683, 0.057, 0.130], [-0.168, 3.980, -1.164], [-6.315, -2.726, 1.272], [1.035, -2.536, 3.385], [0.147, -0.065, -0.209], [-6.370, -4.923, -0.410], [-1.864, -0.871, -0.174], [-5.688, -2.890, -0.121], [-1.046, -2.116, 1.687], [-4.024, -1.226, -1.134], [1.013, -3.206, 6.068], [-7.608, -2.890, -1.082], [-2.076, -3.620, 2.773], [-3.556, -3.178, 1.550], [-1.491, -5.128, 4.647], [-4.788, -4.828, 0.367], [-2.148, -1.808, 0.748]]
}

{
  "formula": "C20H17AlN8S2Se",
  "method": "ωB97M-V/def2-TZVPD",
  "total_charge": 2,
  "de_lowest_kj_mol": 0.0,
  "e_homo_ev": -14.3874,
  "orbital_gap_ev": 7.17,
  "e_lumo_ev": -7.22,
  "molar_mass_g_mol": 539.49,
  "species": ["C", "H", "C", "N", "C", "H", "C", "C", "Al", "C", "H", "H", "N", "C", "C", "H", "N", "C", "C", "H", "N", "C", "N", "H", "H", "C", "C", "C", "H", "C", "N", "C", "S", "C", "H", "H", "C", "H", "N", "S", "N", "C", "H", "H", "H", "H", "Se", "C", "H"],
  "coordinates": [[2.863, -0.247, -0.788], [-4.483, -2.011, 4.268], [-1.595, -2.644, 2.603], [1.736, -2.700, 0.860], [1.124, -1.717, -3.789], [-1.430, 0.711, 2.845], [-2.784, -2.830, 3.304], [-2.214, 2.408, -1.805], [0.496, 0.256, 0.612], [0.274, 2.576, -1.652], [2.183, -3.626, 0.956], [1.206, 3.610, -3.282], [0.574, -0.655, -1.285], [0.539, -2.494, 1.458], [-0.181, -1.745, -3.253], [3.191, -1.223, -3.287], [3.418, 1.852, 3.188], [2.635, 1.427, 2.233], [-1.125, -1.348, 2.395], [1.239, 2.285, -1.177], [3.282, 0.794, 1.269], [-3.063, -0.486, 3.574], [-3.273, 1.777, -1.295], [-3.054, 3.328, -3.636], [-1.059, 4.032, -4.522], [-0.954, 2.115, -1.090], [-0.978, 3.568, -3.530], [2.184, -1.230, -2.987], [-0.944, -2.268, -3.812], [-0.395, -1.193, -1.974], [-1.099, 1.242, -0.043], [-3.563, -1.788, 3.756], [-0.401, -3.822, 2.095], [-2.148, 3.206, -3.016], [4.380, 1.586, 3.191], [3.039, 2.252, 4.030], [1.876, -0.678, -1.761], [3.951, -0.214, -0.879], [2.409, 0.262, 0.337], [0.962, 1.835, 2.223], [0.053, -1.269, 1.657], [-1.861, -0.283, 2.936], [-1.393, -1.200, -1.533], [1.324, -2.124, -4.785], [-3.084, -3.884, 3.501], [2.360, -1.933, 0.689], [-2.858, 0.836, 0.053], [0.263, 3.312, -2.817], [-3.621, 0.340, 3.962]]
}

| no. | maximum force (eV/A) | E_tot (Eh) |
| --- | --- | --- |
| 1 | 6.70 | -5577.2029 |
| 2 | 1.80 | -231.4220 |
| 3 | 2.19 | -5055.4447 |
| 4 | 4.12 | -3779.6294 |
| 5 | 2.55 | -4650.2741 |